# 1
The following is a DFT calculation (ωB97M-V/def2-TZVPD) of C20H31As2Ru as an isolated structure at a distorted geometry.

Last column: Löwdin spin population.
Geometry (Å):
Ru 0.245699 0.458972 0.253353  1.324
C 2.684828 0.907318 0.948206  -0.019
C 1.598989 1.481373 1.667838  -0.092
C 0.981202 2.488529 0.829269  0.000
C 1.682445 2.513137 -0.387471  -0.096
C 2.746472 1.538094 -0.308985  -0.099
C 3.797088 1.287232 -1.325614  -0.017
C 1.414038 3.488224 -1.477607  -0.016
C -0.101057 3.451926 1.234264  0.009
C 1.211992 1.221770 3.087222  -0.017
C 3.637524 -0.133396 1.437224  0.002
H 4.783374 1.426193 -0.875734  -0.005
H 3.711169 1.948572 -2.182906  0.000
H 3.761918 0.255165 -1.680446  -0.006
H 1.692508 4.491367 -1.141744  -0.007
H 0.353962 3.520173 -1.724817  -0.004
H 1.976237 3.267971 -2.381351  0.000
H -0.659058 3.092527 2.097710  0.001
H -0.790602 3.636562 0.412199  0.001
H 0.327694 4.420257 1.506765  0.002
H 1.228867 2.148455 3.664924  -0.006
H 1.881672 0.511506 3.566355  0.000
H 0.191027 0.832046 3.157792  -0.006
H 4.559212 0.343508 1.781259  0.000
H 3.919015 -0.820899 0.640126  0.000
H 3.232978 -0.700566 2.272451  0.000
C -3.309278 1.416573 -1.661867  -0.005
As -2.105690 0.429335 -0.521535  -0.007
C -2.915546 0.621489 1.248544  0.017
C -2.486628 -1.438030 -0.908456  -0.003
C -3.810412 -1.828051 -1.094935  -0.001
C -4.121564 -3.156433 -1.342126  0.000
C -3.109856 -4.106154 -1.394510  0.000
C -1.791123 -3.724630 -1.199463  0.000
C -1.473813 -2.390647 -0.957241  0.001
As 0.362727 -1.874193 -0.617486  0.009
C 1.440541 -3.209290 -1.504267  -0.002
C 0.539297 -2.432002 1.258729  0.025
H -4.318160 1.310394 -1.269771  -0.001
H -3.246199 1.023623 -2.673669  0.000
H -3.034505 2.469170 -1.669714  0.000
H -3.724239 -0.098445 1.360011  0.002
H -3.298451 1.633331 1.372066  0.000
H -2.174075 0.431195 2.025599  0.003
H -4.608424 -1.096353 -1.054065  0.000
H -5.151364 -3.448389 -1.496937  0.000
H -3.346090 -5.143736 -1.587717  0.000
H -1.012328 -4.476156 -1.237320  0.000
H 1.351327 -4.138410 -0.946330  0.000
H 2.481622 -2.895443 -1.523229  0.000
H 1.086947 -3.333514 -2.524865  0.000
H -0.020737 -3.352834 1.415158  0.004
H 0.136879 -1.674336 1.938985  0.005
H 1.589951 -2.594085 1.496122  0.000

Forces on the atoms, in the same order (eV/Å):
3.5 1.1 -1.0
-0.7 -0.8 -0.1
-0.8 0.2 0.6
-0.9 0.2 0.4
-0.9 -0.2 -0.2
-0.4 -0.5 -0.3
0.0 0.0 -0.1
0.2 -0.1 -0.1
0.3 0.2 0.1
0.2 0.1 0.1
0.1 0.1 0.0
0.0 0.0 0.0
0.0 0.0 0.0
0.0 0.0 0.0
0.0 0.0 0.0
0.0 0.0 0.0
0.0 0.0 0.0
0.0 0.0 0.0
0.0 0.0 0.0
0.0 0.0 0.0
0.0 0.0 0.0
0.0 0.0 0.0
0.0 0.0 0.0
0.0 0.0 0.0
0.0 0.0 0.0
0.0 0.0 0.0
0.3 0.2 -0.2
0.2 -0.7 0.6
0.0 0.1 0.0
-0.1 0.1 -0.1
0.0 0.0 0.0
0.0 0.0 0.0
0.0 0.0 0.0
0.0 0.0 0.0
0.1 -0.1 -0.2
-1.0 -0.1 0.7
0.2 0.3 -0.3
0.1 0.0 0.0
0.0 -0.1 0.0
0.0 0.0 0.0
0.0 0.0 0.0
0.0 0.0 0.0
0.0 0.0 0.0
0.0 0.0 0.0
0.0 0.0 0.0
0.0 0.0 0.0
0.0 0.0 0.0
0.0 0.0 0.0
-0.1 0.0 0.0
0.0 0.0 0.0
0.0 0.0 0.0
0.0 0.0 0.0
0.0 0.0 0.0
0.0 0.0 0.0

The total energy is -145486.10484 eV. Its HOMO-LUMO gap (spin up / spin down) is 0.2366 / 0.2825 hartree. The calculation puts the molar mass at 522.38 g/mol. Its largest force on an atom is 3.83 eV/Å. The HOMO energy (spin up / spin down) comes out at -14.80 / -15.23 eV. For the LUMO energy (spin up / spin down), the calculation gives -0.3072 / -0.2770 Eh. Its spin multiplicity is 2. The total charge is +2.

# 2
The following is a DFT calculation (ωB97M-V/def2-TZVPD) of C35H60AsBrN4O5P2PbSi2 as an isolated structure at a distorted geometry.

Last column: Löwdin charge in e.
Geometry (Å):
Pb 0.819844 1.176667 -0.162645  1.222
C 1.438615 -0.308406 3.367440  -0.093
N 0.033930 0.023490 3.486618  -0.272
C -0.737487 -0.887156 4.298537  -0.078
P -0.436217 1.581890 3.173073  0.499
O 0.394977 2.261580 2.180059  -0.351
O -1.995137 1.464661 2.739692  -0.270
P -2.676575 1.307752 1.285287  0.509
O -1.858958 1.652523 0.120936  -0.401
N -4.053294 2.260527 1.417317  -0.288
C -4.384641 3.122956 0.302527  -0.104
C -4.589280 2.702572 2.684594  -0.106
N -3.125202 -0.297055 1.291105  -0.280
C -3.942424 -0.812419 2.366713  -0.102
C -3.490201 -0.830116 -0.004579  -0.112
N -0.611133 2.529768 4.552316  -0.290
C -1.634688 2.276444 5.542576  -0.109
C 0.677260 2.862576 5.134062  -0.107
H 1.559069 -1.226370 2.793877  0.067
H 1.903503 -0.424955 4.352165  0.099
H 1.935280 0.485372 2.820677  0.048
H -0.760897 -1.869770 3.821588  0.077
H -1.756230 -0.522716 4.397539  0.061
H -0.300912 -1.001837 5.297886  0.092
H -3.869722 2.757061 -0.581559  0.063
H -4.090847 4.160249 0.488529  0.091
H -5.463500 3.090871 0.125715  0.087
H -4.308260 2.001992 3.465256  0.056
H -5.680229 2.734474 2.621404  0.090
H -4.225833 3.700207 2.954852  0.094
H -3.680326 -0.317096 3.298309  0.058
H -3.746381 -1.882446 2.467743  0.091
H -5.012800 -0.660981 2.180772  0.090
H -2.785986 -0.445792 -0.740042  0.038
H -4.510833 -0.555832 -0.297754  0.094
H -3.416174 -1.915670 0.033801  0.067
H -2.571310 2.038918 5.044537  0.060
H -1.773984 3.186205 6.131115  0.090
H -1.369814 1.464647 6.230388  0.085
H 1.387149 3.020170 4.325549  0.074
H 1.051574 2.072387 5.794946  0.089
H 0.585188 3.783732 5.710097  0.091
Br 5.286456 2.816489 5.286217  0.690
C 5.696895 1.674987 3.808437  -0.668
C 6.961822 1.124475 3.713435  -0.140
C 7.239411 0.284169 2.647756  -0.077
C 6.251946 -0.033158 1.731261  -0.022
C 4.982143 0.517080 1.851952  -0.120
C 4.709322 1.405358 2.883104  -0.083
C 3.858722 0.101348 0.904676  -0.676
O 3.765832 -1.079983 0.612001  0.030
O 3.109247 1.057072 0.542388  -0.234
H 7.709493 1.344901 4.460499  0.095
H 8.232090 -0.129802 2.550496  0.103
H 6.455297 -0.708628 0.914850  0.115
H 3.736280 1.870279 2.950798  0.097
C 0.245078 -0.891363 0.418710  -0.196
C -0.076635 -2.004036 0.780989  -0.144
C -0.482402 -3.273589 1.266910  -0.253
C -1.571398 -3.943070 0.704422  -0.050
C -2.013891 -5.136414 1.242530  -0.083
C -1.373757 -5.688978 2.340593  -0.092
C -0.264132 -5.054564 2.877962  -0.080
C 0.184300 -3.860896 2.345442  -0.047
H -2.056402 -3.520023 -0.164273  0.090
H -2.862530 -5.642896 0.803153  0.102
H -1.727884 -6.617306 2.767207  0.100
H 0.256240 -5.494993 3.717047  0.104
H 1.061588 -3.376382 2.749687  0.110
C -0.374556 -2.887476 -2.912928  -0.186
Si -1.356168 -1.482774 -3.753420  0.419
C -3.236860 -1.847439 -3.631946  -0.202
C -0.838639 -1.436673 -5.601487  -0.199
As -0.662158 0.503801 -2.599580  0.859
Si -1.381585 2.245630 -4.059471  0.400
C -3.189013 1.864172 -4.587236  -0.219
C -1.303407 3.852399 -3.021495  -0.214
C -0.342280 2.490912 -5.650114  -0.200
H -0.693102 -3.879526 -3.217439  0.033
H -0.457969 -2.813973 -1.832181  -0.007
H 0.677101 -2.782404 -3.158400  0.007
H -3.535634 -2.584982 -4.368374  0.026
H -3.829209 -0.953480 -3.795232  0.001
H -3.490061 -2.240602 -2.653895  0.004
H -0.847690 -2.425084 -6.049588  0.027
H 0.175570 -1.053014 -5.665605  0.003
H -1.483334 -0.795106 -6.193917  0.012
H -3.773350 1.560414 -3.722001  0.011
H -3.206717 1.046898 -5.302057  0.011
H -3.693947 2.707678 -5.046360  0.024
H -1.754284 3.691673 -2.045026  0.002
H -1.802123 4.698770 -3.484484  0.024
H -0.267230 4.136911 -2.857700  0.025
H -0.320075 1.579082 -6.237938  0.009
H 0.682069 2.743207 -5.393651  0.021
H -0.729110 3.282989 -6.284053  0.026
C 4.169774 0.344992 -4.933158  -0.044
C 3.481749 -0.637829 -3.977871  -0.612
C 4.284377 -0.771379 -2.678607  -0.039
C 3.328135 -2.016223 -4.635530  -0.042
C 2.153072 -0.151211 -3.626682  -0.085
C 1.044817 0.215580 -3.319234  -0.432
H 5.164281 -0.017443 -5.186548  0.084
H 4.263985 1.320990 -4.459902  0.086
H 3.596164 0.465972 -5.850801  0.083
H 5.246626 -1.238173 -2.872666  0.089
H 3.740702 -1.371290 -1.952363  0.081
H 4.448041 0.205494 -2.229059  0.089
H 4.304231 -2.401448 -4.922822  0.085
H 2.695479 -1.963556 -5.520342  0.081
H 2.872087 -2.707626 -3.930100  0.077

Forces on the atoms, in the same order (eV/Å):
1.0 1.1 0.3
0.3 -0.1 -0.1
-0.2 1.1 -0.1
-0.2 -0.1 0.0
-1.1 -0.5 1.3
0.7 0.0 -0.6
0.0 0.0 0.0
-1.2 -0.5 0.8
0.2 0.2 -0.3
0.9 -0.3 0.0
-0.1 0.0 -0.3
-0.1 -0.1 0.1
0.3 0.7 0.0
0.0 0.0 0.1
0.2 0.0 -0.2
0.0 -0.5 -0.8
-0.2 0.0 0.0
0.2 0.1 0.0
0.0 0.0 0.0
0.0 0.0 0.0
0.2 0.0 0.0
-0.1 0.0 0.0
-0.1 -0.1 0.1
0.0 0.0 0.0
-0.1 0.2 -0.1
0.0 0.0 0.0
0.0 0.0 0.0
-0.1 0.0 0.1
0.0 0.0 0.1
0.0 0.0 0.0
0.0 -0.1 0.1
-0.1 0.0 0.1
0.0 0.0 0.0
0.0 -0.2 -0.1
-0.1 0.0 0.0
0.0 0.0 -0.1
-0.1 0.0 0.1
-0.1 0.0 0.0
0.0 0.0 0.0
0.2 0.1 0.1
0.0 0.0 0.0
0.0 0.0 0.0
0.0 -0.1 -0.1
0.0 0.1 0.3
0.0 0.1 0.1
0.0 0.0 0.0
-0.1 0.0 0.0
-0.1 -0.1 -0.2
0.0 0.0 -0.1
0.7 -0.1 0.5
0.0 -0.5 -0.2
-0.8 0.6 -0.2
0.0 0.0 0.0
0.1 -0.1 0.0
0.0 -0.1 -0.1
0.0 0.0 0.0
-0.1 -0.5 0.2
0.1 0.5 -0.3
-0.1 -0.4 0.1
0.0 0.1 0.0
-0.1 -0.1 0.0
0.0 -0.1 0.0
0.0 -0.1 0.1
0.0 0.0 -0.1
0.0 0.0 0.0
0.0 0.0 0.0
0.0 0.0 0.0
0.0 0.0 0.0
0.0 0.0 0.0
-0.3 0.7 -0.1
-0.1 -1.0 -0.6
0.8 0.4 0.1
-0.2 0.3 0.8
-0.9 -0.4 -1.2
-0.4 1.0 -0.7
0.7 0.0 0.5
0.0 -0.7 -0.2
-0.2 -0.4 0.8
-0.2 -0.1 -0.2
0.0 0.0 0.2
0.2 0.0 0.0
0.1 -0.2 -0.2
-0.1 0.2 -0.1
0.0 -0.1 0.3
-0.1 -0.3 0.1
0.2 0.1 0.0
-0.2 0.1 -0.1
-0.1 -0.1 0.1
0.0 -0.2 -0.1
0.1 0.3 -0.1
-0.1 -0.1 0.2
-0.1 0.0 -0.2
0.2 0.0 0.0
0.0 -0.2 -0.1
0.2 0.0 0.1
-0.3 0.2 0.0
-0.2 0.0 0.1
0.3 -0.1 -0.1
-0.1 0.0 0.0
-0.1 0.1 0.1
-0.3 0.2 0.0
0.4 0.0 0.0
0.1 0.0 0.0
0.0 0.1 0.0
0.0 0.0 -0.1
0.2 -0.1 -0.1
0.0 -0.1 0.1
0.0 0.1 0.1
0.1 0.0 0.0
0.0 0.0 -0.1
0.0 -0.1 0.0

The total energy is -223933.11018 eV. Its HOMO-LUMO gap is 0.3023 hartree. The calculation puts the molar mass at 1097.03 g/mol. Its largest force on an atom is 1.82 eV/Å. The HOMO energy comes out at -7.82 eV. For the LUMO energy, the calculation gives 0.0150 Eh.

- Which value of largest force on an atom does entry 1 give?
  3.83 eV/Å

- Which of these has the lowest total energy?
  C35H60AsBrN4O5P2PbSi2